1.
An isolated molecule of C5H6ClO2P at a distorted geometry, computed with wB97M-V/def2-TZVPD.

HOMO level (alpha / beta)   -7.638 / -9.386 eV

CARTESIAN COORDINATES (ANGSTROEM)
C 0.00 -0.92 0.19
C -0.18 -0.83 1.70
C 0.25 0.42 -0.47
C 0.00 1.73 0.15
C 0.29 0.35 -1.98
O 1.26 1.27 0.08
O -0.62 1.78 1.63
P -1.39 0.55 2.12
Cl -1.37 0.26 -2.64
H 0.85 -1.58 -0.04
H -0.89 -1.35 -0.27
H -0.55 -1.78 2.09
H 0.77 -0.60 2.19
H 0.81 -0.55 -2.32
H 0.77 1.24 -2.40



2.
An isolated ion of composition C5H6F2N3 and charge +1 at a distorted geometry, computed with wB97M-V/def2-TZVPD.

Structure (SMILES)   [NH3+]CC1=NN1C=C=C(F)F
Net charge   +1
HOMO level   -13.452 eV

CARTESIAN COORDINATES (ANGSTROEM)
C 1.15 2.17 -0.56
C 2.02 1.31 -0.04
C -0.93 1.23 0.34
C -0.98 -0.34 0.36
C 3.02 0.49 0.20
N -1.00 2.39 0.88
N -0.21 2.15 -0.47
N -0.50 -0.92 -0.95
F 3.31 -0.57 -0.58
F 3.79 0.41 1.29
H 1.42 2.95 -1.14
H -1.96 -0.57 0.73
H -0.36 -0.50 1.20
H -1.28 -1.06 -1.63
H 0.10 -1.71 -0.70
H 0.09 -0.27 -1.44



3.
An isolated molecule of C5H6FN at a distorted geometry, computed with wB97M-V/def2-TZVPD.

Structure (SMILES)   CC(C)=C(F)C#N
HOMO level   -9.832 eV

CARTESIAN COORDINATES (ANGSTROEM)
C 0.15 1.35 0.11
C 0.16 -0.10 0.04
C 1.46 -0.80 -0.09
C -0.97 -0.80 0.08
C -2.24 -0.16 0.03
H 0.78 1.75 -0.75
H 0.59 1.75 1.06
H -0.87 1.77 -0.06
H 2.03 -0.78 0.92
H 1.37 -1.85 -0.48
H 1.99 -0.29 -0.86
N -3.29 0.31 -0.10
F -1.16 -2.16 0.10



4.
C5H6FN as an isolated structure at a distorted geometry, computed with wB97M-V/def2-TZVPD.

HOMO level   -9.276 eV

CARTESIAN COORDINATES (ANGSTROEM)
C -1.37 0.14 -0.18
C -0.66 1.27 -0.34
C 0.75 0.67 -0.23
C 0.63 -0.27 1.01
C -0.24 -0.96 -0.10
H -0.89 2.37 -0.37
H 1.50 1.34 -0.42
H -0.07 0.33 1.74
H 1.75 -0.57 1.38
H -0.57 -2.09 -0.21
H 1.30 -1.41 -1.03
N 0.52 -0.54 -1.22
F -2.65 -0.30 -0.03



5.
An isolated ion of composition C5H6FN2O3S and charge -1 at a distorted geometry, computed with wB97M-V/def2-TZVPD.

Structure (SMILES)   CN1C(S(=O)(=O)[O-])=NC=C[C@H]1F
Net charge   -1
HOMO level   -5.406 eV

CARTESIAN COORDINATES (ANGSTROEM)
C -0.37 -0.39 -2.21
C 0.63 -0.76 -1.23
C -1.09 0.71 -1.93
C -0.24 0.82 0.17
C 0.82 -1.20 1.22
N -0.94 1.34 -0.70
N 0.33 -0.38 0.08
O -1.21 2.63 1.90
O -1.48 0.21 2.37
O 0.75 1.21 2.65
F 1.99 -0.04 -1.53
S -0.58 1.27 1.94
H -0.44 -0.87 -3.22
H 1.08 -1.75 -1.44
H -1.82 1.33 -2.51
H 0.80 -0.59 2.05
H -0.01 -1.96 1.42
H 1.77 -1.61 0.99



6.
An isolated molecule of C5H6FN3OS at a distorted geometry, computed with wB97M-V/def2-TZVPD.

Structure (SMILES)   CSc1nnc(CF)c(O)n1
HOMO level   -9.240 eV

CARTESIAN COORDINATES (ANGSTROEM)
F 1.53 2.39 3.81
N -1.25 0.15 1.22
N 0.56 0.76 -0.16
N -0.58 0.40 2.33
O 2.49 1.48 0.74
S -1.71 -0.03 -1.42
C -0.71 0.33 0.00
C 1.24 1.04 0.98
C 0.72 0.82 2.25
C -0.46 -0.46 -2.69
C 1.54 1.08 3.46
H 2.55 1.45 -0.21
H 0.18 0.42 -2.84
H -0.97 -0.77 -3.63
H 0.16 -1.30 -2.37
H 2.58 0.75 3.29
H 1.12 0.48 4.25



7.
An isolated molecule of C5H6FNO at a distorted geometry, computed with wB97M-V/def2-TZVPD.

Structure (SMILES)   NCc1cc(F)co1
HOMO level   -8.680 eV

CARTESIAN COORDINATES (ANGSTROEM)
C -1.45 0.35 0.21
C 0.01 0.20 0.01
C 0.84 -0.86 0.05
C 2.14 -0.28 0.03
C 2.03 1.06 -0.07
H -3.11 -0.79 0.15
H -2.16 -1.04 -1.10
H -1.69 0.67 1.22
H -1.76 1.22 -0.45
H 0.52 -1.90 0.21
H 2.78 1.86 -0.19
N -2.14 -0.90 -0.08
O 0.70 1.39 -0.04
F 3.29 -0.99 0.04



8.
An isolated ion of composition C5H6IN2O and charge +1 at a distorted geometry, computed with wB97M-V/def2-TZVPD.

Structure (SMILES)   NC(=C=O)/C=C\[NH+]=C\I
Net charge   +1
HOMO level   -11.396 eV

CARTESIAN COORDINATES (ANGSTROEM)
C -0.56 0.99 -0.49
C -0.76 -0.26 -0.96
C 0.32 1.29 0.63
C 1.12 0.42 1.21
C -0.18 -2.59 -0.88
N -0.30 -1.41 -0.37
N 0.29 2.56 1.10
O 2.00 -0.21 1.57
I -0.31 -4.32 0.17
H -0.82 1.99 -0.92
H -1.31 -0.48 -1.88
H -0.20 -1.39 0.58
H -0.19 3.14 0.49
H 1.14 2.96 1.66
H -0.24 -2.68 -1.90



9.
A 2-piece molecular cluster, C5H6IN4O overall at a distorted geometry, computed with wB97M-V/def2-TZVPD.

Net charge   +1
HOMO level   -13.305 eV

CARTESIAN COORDINATES (ANGSTROEM)
C -1.07 -2.10 -0.01
C 0.01 -1.66 0.72
C -1.16 -1.23 -1.14
C 0.22 0.70 -2.00
C 0.55 1.66 2.36
N 0.53 -0.63 0.09
N -0.08 -0.37 -1.07
N 1.32 1.56 1.46
N -0.58 0.94 -2.89
O -0.07 2.09 3.34
I 1.98 2.02 -1.68
H -1.59 -3.00 0.12
H 0.45 -1.92 1.68
H -1.83 -1.37 -1.97
H 1.24 -0.02 0.42
H -0.27 1.61 -3.53
H 0.36 1.73 4.12



10.
An isolated molecule of C5H6INO2 at a distorted geometry, computed with wB97M-V/def2-TZVPD.

Structure (SMILES)   CN1C(=O)C[C@H](I)C1=O
HOMO level   -9.315 eV

CARTESIAN COORDINATES (ANGSTROEM)
C -0.97 -1.00 -0.37
C 0.04 0.95 0.09
C -1.04 1.25 -0.93
C -1.84 -0.05 -1.05
C 0.93 -1.17 1.14
N 0.02 -0.44 0.30
O -1.18 -2.66 -0.29
O 0.81 1.69 0.63
I -3.69 0.02 0.10
H -1.63 2.12 -0.63
H -0.55 1.50 -1.88
H -2.14 -0.34 -2.05
H 0.69 -2.23 1.02
H 0.80 -0.87 2.18
H 1.96 -0.96 0.84



11.
C5H6Li2MgO4 as an isolated structure at a distorted geometry, computed with wB97M-V/def2-TZVPD.

Net charge   +2
HOMO level   -16.400 eV

CARTESIAN COORDINATES (ANGSTROEM)
O 0.35 -1.24 0.07
C 1.49 -0.99 0.55
O 2.38 -0.50 -0.20
Li 1.19 -0.18 -1.84
Li 4.21 -0.73 -0.12
O -0.40 0.69 -2.29
Mg -1.50 -0.73 -0.01
C -1.48 0.66 -1.68
O -2.40 1.49 -2.16
C -3.64 1.59 -1.46
H -4.20 2.40 -1.94
H -4.21 0.66 -1.55
H -3.47 1.84 -0.41
C 1.78 -1.35 1.95
C 2.69 -0.70 2.68
H 1.08 -2.06 2.41
H 2.87 -0.97 3.72
H 3.28 0.12 2.27



12.
C5H6Li2O4Rh as an isolated structure at a distorted geometry, computed with wB97M-V/def2-TZVPD.

Spin multiplicity   5
<S²>   6.027
Net charge   +3
HOMO level (alpha / beta)   -21.217 / -21.198 eV

CARTESIAN COORDINATES (ANGSTROEM)
O -0.79 0.76 -0.86
C -1.78 0.10 -0.46
O -1.75 -1.15 -0.25
Li -0.14 -2.19 -0.29
Li -3.50 -1.90 -0.25
O 1.63 -1.73 -0.19
Rh 1.07 1.00 -0.84
C 2.28 -0.68 -0.30
O 3.58 -0.81 -0.03
C 4.32 0.37 0.28
H 5.23 0.04 0.78
H 4.58 0.91 -0.64
H 3.75 1.02 0.96
C -3.07 0.82 -0.28
C -3.82 0.65 0.81
H -3.33 1.55 -1.05
H -4.74 1.22 0.95
H -3.52 -0.01 1.63